P | Entry from the Open Molecules 2025 dataset: a cluster of 4 separate species, CH8O4 in total (ωB97M-V with the def2-TZVPD basis set).

Last column: Löwdin charge in e.
Element x y z (Å)
C (1.205, -0.561, -2.445)  -0.17
O (1.235, 0.610, -2.225)  -0.01
H (0.436, -1.091, -3.023)  0.08
H (2.037, -1.147, -2.025)  0.08
O (-1.284, -0.320, -0.475)  -0.07
H (-1.694, -1.161, -0.688)  0.04
H (-1.341, -0.192, 0.473)  0.00
O (-1.134, 1.723, 1.234)  -0.05
H (-0.361, 1.322, 1.636)  0.00
H (-0.886, 2.113, 0.393)  0.05
O (0.243, -0.655, 2.431)  -0.04
H (0.682, -0.006, 3.002)  0.06
H (0.864, -0.635, 1.711)  0.03

Output
* orbital gap: 10.506 eV
* structure (SMILES): C=O.O.O.O



Q | Entry from the Open Molecules 2025 dataset: a cluster of 4 separate species, CH8O4 in total (ωB97M-V with the def2-TZVPD basis set).

Last column: Löwdin charge in e.
Element x y z (Å)
C (0.709, -0.876, -2.355)  -0.20
O (-0.322, -0.407, -2.718)  -0.01
H (0.853, -1.791, -1.692)  0.09
H (1.652, -0.338, -2.573)  0.08
O (0.874, -0.015, 0.244)  -0.08
H (1.312, -0.469, 0.968)  0.04
H (0.665, 0.915, 0.465)  0.02
O (-2.271, -1.027, 1.708)  -0.10
H (-2.201, -0.517, 2.585)  0.08
H (-1.435, -1.307, 1.330)  0.01
O (0.877, 1.948, 1.938)  -0.03
H (-0.029, 2.215, 1.890)  0.05
H (1.619, 2.520, 2.054)  0.06

Output
* orbital gap: 9.771 eV
* structure (SMILES): C=O.O.O.O



Stability ranking, top and bottom: P is the most stable and Q is the least stable.



P | Entry from the Open Molecules 2025 dataset: a cluster of 2 separate species, C2F3I in total (ωB97M-V with the def2-TZVPD basis set).

Last column: Löwdin charge in e.
Element x y z (Å)
C (-0.838, -0.287, -1.077)  -0.09
C (0.393, 0.208, 0.812)  -0.61
F (-0.131, -1.180, -1.823)  -0.01
F (-0.488, 0.929, -1.560)  -0.04
F (0.180, 1.426, 1.311)  -0.09
I (0.884, -1.096, 2.337)  0.84

Output
* orbital gap: 7.936 eV



Q | Entry from the Open Molecules 2025 dataset: an isolated molecule of C2F3I (ωB97M-V with the def2-TZVPD basis set).

Last column: Löwdin charge in e.
Element x y z (Å)
F (-0.797, -0.173, -1.244)  0.12
C (-0.207, -0.521, -0.093)  -0.32
F (1.042, -1.095, -0.193)  0.05
C (-0.740, -0.280, 1.192)  -0.59
F (-1.912, 0.357, 1.354)  -0.03
I (0.143, -0.895, 3.148)  0.77

Output
* orbital gap: 8.994 eV
* structure (SMILES): FC(F)=C(F)I



Stability ranking, top and bottom: Q is the most stable and P is the least stable.



P | Entry from the Open Molecules 2025 dataset: an isolated molecule of C3H3N5O (ωB97M-V with the def2-TZVPD basis set).

Last column: Löwdin charge in e.
Element x y z (Å)
H (2.676, 0.252, 1.340)  0.07
N (2.490, -0.536, 0.680)  0.16
C (1.519, -0.072, -0.023)  -0.55
N (0.871, -0.951, -0.794)  0.12
C (-0.380, -1.017, -0.736)  -0.01
C (-1.211, 0.137, -0.023)  -0.34
O (-2.327, -0.569, 0.366)  -0.01
N (-1.130, 1.436, 0.043)  0.13
N (0.147, 1.740, -0.490)  -0.05
N (1.289, 1.296, -0.375)  0.11
H (-1.168, -1.815, -1.075)  0.16
H (-2.777, 0.099, 1.085)  0.20

Output
* orbital gap: 8.734 eV
* structure (SMILES): [H]/N=c1/ncc(O)nnn1



Q | Entry from the Open Molecules 2025 dataset: a structure of composition C3H3N5O (ωB97M-V with the def2-TZVPD basis set).

Last column: Löwdin charge in e.
Element x y z (Å)
C (-1.686, 0.015, -0.189)  -0.47
C (0.433, 0.680, 0.280)  -0.36
C (2.287, -0.006, -0.262)  -0.32
H (-3.305, 0.595, 0.231)  0.05
H (-0.980, 2.062, -0.119)  0.14
H (3.410, 0.082, -0.580)  0.15
N (-2.886, -0.241, -0.063)  0.20
N (-0.805, 1.110, -0.081)  0.23
N (1.666, 1.137, 0.039)  0.12
N (1.782, -1.168, -0.085)  0.15
N (0.439, -0.647, 0.539)  0.07
O (-0.837, -1.027, -0.119)  0.05

Output
* orbital gap: 9.904 eV



Stability ranking, top and bottom: Q is the most stable and P is the least stable.



P | Entry from the Open Molecules 2025 dataset: a cluster of 14 separate species, C28H84O28 in total (ωB97M-V with the def2-TZVPD basis set).

Last column: Löwdin charge in e.
Element x y z (Å)
C (2.977, -3.648, 4.864)  -0.26
C (3.589, -3.335, 6.234)  -0.29
O (4.742, -2.577, 6.326)  -0.02
O (2.617, -2.392, 4.331)  -0.07
H (2.101, -4.273, 5.039)  0.12
H (3.683, -4.082, 4.156)  0.12
H (3.644, -4.383, 6.527)  0.12
H (2.734, -2.910, 6.760)  0.12
H (5.364, -3.041, 6.890)  0.09
H (2.192, -2.643, 3.508)  0.08
C (-2.824, -2.544, 7.353)  -0.24
C (-2.639, -2.587, 5.826)  -0.25
O (-2.644, -1.266, 5.416)  -0.07
O (-4.073, -2.004, 7.743)  -0.06
H (-2.116, -1.833, 7.779)  0.11
H (-2.700, -3.504, 7.854)  0.12
H (-3.158, -3.244, 5.128)  0.13
H (-1.591, -2.881, 5.769)  0.10
H (-2.148, -0.717, 6.028)  0.09
H (-4.114, -1.172, 7.267)  0.07
C (0.294, -0.749, 0.250)  -0.20
C (0.415, -0.234, -1.187)  -0.24
O (-0.773, -0.326, -1.948)  -0.07
O (-0.174, 0.227, 1.245)  -0.08
H (1.258, -1.101, 0.619)  0.11
H (-0.390, -1.596, 0.186)  0.11
H (1.165, -0.820, -1.718)  0.12
H (0.714, 0.807, -1.066)  0.12
H (-1.207, -1.153, -1.725)  0.07
H (-0.985, -0.083, 1.655)  0.07
C (4.179, 5.803, -1.237)  -0.24
C (5.472, 5.896, -0.392)  -0.25
O (5.093, 5.971, 0.959)  -0.06
O (3.468, 4.611, -1.006)  -0.06
H (4.418, 5.872, -2.298)  0.12
H (3.622, 6.651, -0.841)  0.11
H (6.076, 6.773, -0.623)  0.12
H (6.130, 5.044, -0.562)  0.12
H (4.821, 5.119, 1.306)  0.07
H (3.549, 4.270, -0.112)  0.07
C (6.366, -0.752, 0.454)  -0.24
C (6.989, -1.867, 1.408)  -0.21
O (6.655, -1.655, 2.778)  -0.07
O (5.083, -0.273, 0.720)  -0.07
H (6.235, -1.232, -0.516)  0.11
H (7.064, 0.085, 0.486)  0.12
H (8.022, -1.992, 1.082)  0.11
H (6.513, -2.828, 1.210)  0.10
H (5.764, -1.939, 2.996)  0.08
H (5.067, 0.660, 0.947)  0.08
C (-2.458, 4.519, 3.891)  -0.24
C (-1.373, 5.427, 3.346)  -0.23
O (-1.910, 6.746, 3.211)  -0.08
O (-2.778, 4.834, 5.255)  -0.06
H (-2.062, 3.508, 3.993)  0.12
H (-3.251, 4.568, 3.144)  0.12
H (-1.092, 4.979, 2.393)  0.12
H (-0.590, 5.567, 4.091)  0.12
H (-2.553, 6.975, 3.886)  0.07
H (-3.199, 5.691, 5.346)  0.07
C (-3.940, -1.845, -5.979)  -0.28
C (-4.905, -1.986, -7.219)  -0.22
O (-4.345, -2.461, -8.438)  -0.05
O (-3.434, -3.012, -5.538)  -0.07
H (-4.588, -1.572, -5.146)  0.12
H (-3.011, -1.301, -6.150)  0.12
H (-5.460, -1.050, -7.273)  0.11
H (-5.712, -2.660, -6.931)  0.11
H (-4.322, -1.749, -9.082)  0.08
H (-3.246, -2.977, -4.597)  0.08
C (3.371, -1.821, -6.758)  -0.26
C (2.309, -2.794, -7.436)  -0.22
O (1.446, -1.989, -8.211)  -0.07
O (2.775, -1.012, -5.778)  -0.06
H (3.939, -1.252, -7.494)  0.11
H (4.144, -2.521, -6.443)  0.10
H (1.724, -3.316, -6.679)  0.11
H (2.812, -3.530, -8.063)  0.11
H (1.229, -1.253, -7.635)  0.07
H (3.389, -0.347, -5.457)  0.09
C (0.722, -6.038, -0.095)  -0.22
C (-0.282, -6.997, -0.862)  -0.23
O (-1.049, -6.294, -1.809)  -0.06
O (0.106, -5.287, 0.918)  -0.08
H (1.045, -5.287, -0.816)  0.12
H (1.486, -6.640, 0.396)  0.11
H (-0.981, -7.359, -0.108)  0.10
H (0.137, -7.942, -1.207)  0.12
H (-1.101, -6.889, -2.561)  0.09
H (-0.446, -5.796, 1.517)  0.08
C (-4.561, -3.615, -0.553)  -0.24
C (-5.601, -4.532, -1.284)  -0.22
O (-5.213, -5.863, -1.042)  -0.07
O (-3.381, -3.410, -1.285)  -0.07
H (-4.294, -3.955, 0.447)  0.12
H (-5.043, -2.643, -0.450)  0.11
H (-5.471, -4.344, -2.350)  0.12
H (-6.603, -4.346, -0.897)  0.12
H (-4.280, -5.850, -1.266)  0.06
H (-2.905, -4.218, -1.491)  0.06
C (1.112, 2.571, -7.039)  -0.21
C (1.843, 3.552, -6.071)  -0.20
O (2.706, 3.141, -4.948)  -0.09
O (0.057, 2.014, -6.282)  -0.08
H (1.796, 1.789, -7.371)  0.10
H (0.747, 2.955, -7.992)  0.12
H (1.295, 4.333, -5.544)  0.12
H (2.488, 4.170, -6.696)  0.10
H (2.307, 3.507, -4.155)  0.07
H (0.372, 1.621, -5.465)  0.08
C (-3.351, 4.101, -2.347)  -0.34
C (-2.626, 4.415, -1.113)  -0.26
O (-1.868, 5.604, -1.293)  -0.06
O (-3.811, 2.847, -2.262)  -0.03
H (-2.859, 4.232, -3.311)  0.13
H (-4.113, 4.878, -2.402)  0.13
H (-1.864, 3.642, -1.017)  0.12
H (-3.327, 4.480, -0.281)  0.13
H (-1.502, 6.000, -0.500)  0.08
H (-3.298, 2.249, -2.811)  0.10
C (-6.267, 1.659, 3.525)  -0.24
C (-5.896, 1.585, 2.061)  -0.26
O (-4.536, 1.315, 1.930)  -0.08
O (-5.912, 0.614, 4.429)  -0.05
H (-7.309, 1.907, 3.726)  0.13
H (-5.669, 2.515, 3.839)  0.11
H (-6.056, 2.344, 1.295)  0.13
H (-6.383, 0.705, 1.642)  0.11
H (-4.119, 1.306, 1.065)  0.09
H (-4.983, 0.551, 4.196)  0.06
C (3.314, 3.148, 3.996)  -0.18
C (4.525, 2.196, 4.494)  -0.24
O (5.557, 1.857, 3.647)  -0.06
O (2.866, 2.736, 2.676)  -0.09
H (3.632, 4.190, 4.034)  0.10
H (2.517, 3.179, 4.738)  0.10
H (4.203, 1.198, 4.793)  0.12
H (4.916, 2.777, 5.329)  0.11
H (5.453, 0.939, 3.386)  0.07
H (2.310, 1.960, 2.778)  0.07

Output
* orbital gap: 9.673 eV



Q | Entry from the Open Molecules 2025 dataset: a cluster of 14 separate species, C28H84O28 in total (ωB97M-V with the def2-TZVPD basis set).

Last column: Löwdin charge in e.
Element x y z (Å)
C (-4.092, 4.066, 0.396)  -0.17
C (-4.891, 4.482, 1.613)  -0.26
O (-5.434, 3.385, 2.294)  -0.06
O (-2.793, 3.518, 0.810)  -0.12
H (-3.779, 4.921, -0.205)  0.11
H (-4.626, 3.309, -0.174)  0.12
H (-5.723, 5.107, 1.263)  0.12
H (-4.362, 5.117, 2.329)  0.12
H (-4.765, 2.830, 2.718)  0.08
H (-2.882, 2.540, 0.869)  0.07
C (3.450, 2.531, 3.811)  -0.24
C (3.249, 2.715, 2.325)  -0.24
O (2.966, 4.084, 2.074)  -0.06
O (4.582, 3.274, 4.214)  -0.05
H (3.595, 1.495, 4.132)  0.10
H (2.534, 2.898, 4.278)  0.11
H (2.391, 2.119, 1.993)  0.09
H (4.081, 2.428, 1.683)  0.11
H (2.207, 4.321, 2.630)  0.05
H (4.753, 3.144, 5.149)  0.08
C (0.416, 0.375, 0.405)  -0.22
C (0.131, -0.891, -0.334)  -0.19
O (-1.087, -0.687, -1.066)  -0.10
O (0.841, 1.368, -0.505)  -0.08
H (1.194, 0.219, 1.163)  0.09
H (-0.460, 0.736, 0.954)  0.12
H (0.009, -1.698, 0.398)  0.12
H (0.887, -1.176, -1.063)  0.11
H (-0.897, -0.986, -1.985)  0.06
H (0.564, 2.259, -0.203)  0.05
C (-1.746, 2.195, -2.820)  -0.23
C (-3.100, 1.588, -2.481)  -0.20
O (-4.007, 2.016, -3.518)  -0.07
O (-1.353, 1.770, -4.133)  -0.06
H (-0.946, 1.955, -2.112)  0.11
H (-1.899, 3.282, -2.830)  0.11
H (-3.512, 1.948, -1.546)  0.09
H (-3.007, 0.498, -2.492)  0.10
H (-3.494, 2.190, -4.315)  0.07
H (-0.448, 2.081, -4.228)  0.08
C (0.605, 4.656, -0.345)  -0.17
C (-0.230, 4.841, -1.592)  -0.22
O (-1.330, 5.720, -1.325)  -0.05
O (-0.092, 3.740, 0.540)  -0.13
H (0.785, 5.564, 0.231)  0.12
H (1.557, 4.182, -0.584)  0.12
H (-0.575, 3.850, -1.907)  0.07
H (0.347, 5.287, -2.411)  0.13
H (-1.549, 6.208, -2.118)  0.08
H (-1.082, 3.829, 0.501)  0.07
C (-4.171, -2.681, -2.499)  -0.27
C (-5.499, -2.277, -3.087)  -0.23
O (-6.208, -3.412, -3.596)  -0.07
O (-4.346, -3.231, -1.212)  -0.08
H (-3.515, -1.797, -2.543)  0.10
H (-3.704, -3.431, -3.152)  0.12
H (-5.273, -1.663, -3.961)  0.12
H (-6.123, -1.780, -2.347)  0.12
H (-6.870, -3.688, -2.961)  0.08
H (-3.436, -3.484, -0.921)  0.05
C (3.332, -0.991, 2.379)  -0.22
C (4.534, -1.171, 3.300)  -0.22
O (4.167, -0.943, 4.670)  -0.07
O (2.592, -2.210, 2.290)  -0.08
H (3.737, -0.696, 1.403)  0.12
H (2.689, -0.142, 2.630)  0.10
H (5.307, -0.447, 3.020)  0.12
H (4.900, -2.198, 3.210)  0.12
H (4.981, -0.774, 5.152)  0.09
H (2.540, -2.627, 3.158)  0.10
C (-3.082, -0.744, 2.562)  -0.25
C (-3.710, -0.393, 1.242)  -0.19
O (-2.936, 0.570, 0.519)  -0.11
O (-3.127, 0.324, 3.501)  -0.05
H (-2.027, -1.002, 2.342)  0.11
H (-3.407, -1.726, 2.935)  0.12
H (-4.706, 0.024, 1.413)  0.13
H (-3.776, -1.253, 0.571)  0.12
H (-2.347, 0.096, -0.094)  0.04
H (-2.304, 0.278, 3.995)  0.08
C (1.102, -0.808, -5.253)  -0.24
C (1.046, -1.762, -4.067)  -0.20
O (-0.238, -1.726, -3.454)  -0.09
O (0.307, -1.235, -6.348)  -0.05
H (2.149, -0.622, -5.511)  0.13
H (0.672, 0.129, -4.894)  0.11
H (1.766, -1.383, -3.344)  0.11
H (1.288, -2.778, -4.394)  0.12
H (-0.913, -1.810, -4.144)  0.12
H (0.854, -1.807, -6.897)  0.09
C (-0.431, -4.719, 2.454)  -0.21
C (-0.432, -5.251, 3.886)  -0.24
O (0.915, -5.516, 4.278)  -0.07
O (-1.738, -4.392, 1.975)  -0.08
H (-0.010, -5.540, 1.861)  0.13
H (0.125, -3.785, 2.419)  0.12
H (-1.005, -6.181, 3.973)  0.12
H (-0.816, -4.523, 4.599)  0.13
H (1.307, -6.161, 3.680)  0.09
H (-2.451, -4.832, 2.447)  0.11
C (3.917, -3.279, -0.953)  -0.25
C (4.354, -4.720, -1.033)  -0.25
O (3.354, -5.490, -1.676)  -0.06
O (2.646, -3.081, -0.350)  -0.09
H (3.798, -2.898, -1.982)  0.11
H (4.653, -2.552, -0.578)  0.12
H (4.431, -5.086, 0.005)  0.12
H (5.341, -4.841, -1.467)  0.12
H (2.549, -5.265, -1.185)  0.07
H (2.751, -2.935, 0.613)  0.05
C (-0.609, -4.446, -1.436)  -0.21
C (-0.514, -5.386, -2.600)  -0.24
O (-0.389, -6.705, -2.095)  -0.05
O (-1.915, -4.455, -0.838)  -0.08
H (-0.495, -3.420, -1.797)  0.10
H (0.207, -4.636, -0.732)  0.11
H (0.340, -5.100, -3.229)  0.11
H (-1.390, -5.326, -3.254)  0.12
H (-0.404, -7.351, -2.804)  0.08
H (-1.779, -4.428, 0.129)  0.05
C (-0.375, 5.106, 3.680)  -0.21
C (-0.709, 3.640, 3.813)  -0.21
O (0.313, 2.787, 3.271)  -0.10
O (0.950, 5.346, 4.189)  -0.07
H (-1.093, 5.687, 4.270)  0.12
H (-0.418, 5.401, 2.628)  0.11
H (-1.576, 3.460, 3.172)  0.10
H (-0.832, 3.288, 4.833)  0.12
H (0.530, 3.125, 2.384)  0.04
H (1.311, 6.120, 3.747)  0.09
C (4.083, 1.519, -2.569)  -0.27
C (4.759, 2.126, -1.375)  -0.24
O (4.848, 3.548, -1.552)  -0.06
O (2.701, 1.789, -2.572)  -0.07
H (4.275, 0.440, -2.675)  0.11
H (4.589, 1.893, -3.462)  0.12
H (5.811, 1.792, -1.305)  0.12
H (4.368, 1.832, -0.393)  0.10
H (4.564, 4.016, -0.762)  0.08
H (2.366, 1.452, -1.723)  0.05

Output
* orbital gap: 9.647 eV



Stability ranking, top and bottom: Q is the most stable and P is the least stable.